Computed, not measured: a cluster of 2 separate species, C5H12FOP in total, with ωB97M-V with the def2-TZVPD basis set.

Kohn-Sham gap: 9.3 eV
LUMO level: 0.017 hartree
relative energy (zero: lowest compared OMol25 entry of this formula, charge and spin): 64.3 kcal/mol
highest occupied orbital energy: -8.801 eV

Each atom is followed by the atoms it is bonded to, with distances in Å.
CARTESIAN COORDINATES (ANGSTROEM)
1 C -2.909 0.446 -0.377  C4 1.492, H9 1.163, H10 1.004, H11 1.051
2 C 1.998 0.018 0.946  C5 1.591, H12 1.122, H13 1.186, H14 1.111
3 C 1.379 -2.021 -0.854  C5 1.490, H15 1.163, H16 1.156, H17 1.065
4 C -1.806 -0.506 -0.697  C1 1.492, P8 1.710, H19 1.151
5 C 1.165 -1.212 0.379  C2 1.591, C3 1.490, P8 1.895, H20 1.083
6 O -0.676 0.699 1.495  P8 1.506
7 F 0.220 3.000 1.247  H18 1.003
8 P -0.511 -0.329 0.407  C4 1.710, C5 1.895, O6 1.506
9 H -3.991 0.018 -0.363  C1 1.163
10 H -2.728 1.091 0.370  C1 1.004
11 H -3.035 1.087 -1.200  C1 1.051
12 H 1.593 0.315 1.950  C2 1.122
13 H 3.168 -0.176 0.983  C2 1.186
14 H 1.971 0.884 0.250  C2 1.111
15 H 1.443 -1.361 -1.810  C3 1.163
16 H 0.472 -2.737 -0.846  C3 1.156
17 H 2.366 -2.421 -0.854  C3 1.065
18 H -0.415 2.228 1.162  F7 1.003
19 H -1.945 -1.503 -1.255  C4 1.151
20 H 0.996 -1.992 1.112  C5 1.083